{
  "formula": "C30H35ClInN2O2",
  "method": "ωB97M-V with the def2-TZVPD basis set",
  "symbols": ["In", "Cl", "N", "N", "C", "C", "C", "C", "C", "C", "H", "H", "H", "H", "H", "H", "C", "C", "C", "C", "H", "H", "H", "H", "H", "H", "O", "H", "H", "O", "H", "H", "C", "C", "C", "H", "H", "C", "C", "H", "C", "C", "C", "C", "H", "C", "H", "H", "H", "H", "H", "H", "H", "H", "C", "C", "C", "C", "C", "C", "C", "C", "C", "C", "H", "H", "H", "H", "H", "H", "H"],
  "positions_angstrom": [[-0.246669, 0.558838, 0.554849], [-0.308320, -0.579528, -1.590562], [2.242303, 0.217165, -0.223220], [-2.606543, 0.360022, 0.165131], [3.005114, 1.272331, -0.077712], [-3.098085, 1.541977, -0.082982], [3.015369, -0.738905, -1.060859], [4.439964, -0.323422, -0.715609], [2.783792, -0.476356, -2.537306], [2.720390, -2.183978, -0.725347], [3.047705, 0.556420, -2.800220], [1.730086, -0.647833, -2.763390], [3.399301, -1.169730, -3.119198], [2.810545, -2.351930, 0.350893], [3.447048, -2.810430, -1.256728], [1.719351, -2.458904, -1.058434], [-3.606616, -0.671645, -0.233673], [-4.850833, 0.181286, -0.458236], [-3.784158, -1.704855, 0.862124], [-3.275059, -1.364498, -1.535280], [-3.083045, -0.630745, -2.325483], [-4.136103, -1.986482, -1.815797], [-2.406418, -2.016878, -1.433875], [-4.042716, -1.213787, 1.804017], [-2.874061, -2.298506, 0.993649], [-4.589799, -2.390281, 0.571806], [-4.340917, 1.564655, -0.559310], [-5.544143, 0.152781, 0.396665], [-5.407120, -0.017970, -1.383755], [4.300388, 1.107394, -0.361571], [5.174166, -0.400220, -1.525146], [4.804638, -0.843161, 0.184202], [2.540690, 2.626806, 0.348818], [-2.436779, 2.867328, 0.193530], [-1.127328, 3.151913, -0.508722], [-2.306742, 2.894593, 1.287772], [-3.168049, 3.635371, -0.076455], [0.065695, 2.561762, -0.103633], [1.317501, 3.055380, -0.412862], [-0.972734, -1.139192, 1.712334], [1.383789, 3.951989, -1.497141], [0.205113, 4.397212, -2.089544], [2.700761, 4.349909, -2.076722], [-1.048361, 4.065175, -1.572328], [0.260377, 5.007634, -2.987821], [-2.284210, 4.616972, -2.201936], [-1.989987, 5.139958, -3.118741], [-2.809279, 5.328735, -1.549321], [-2.989613, 3.814646, -2.465208], [3.344847, 4.868757, -1.355018], [2.505823, 5.018360, -2.920746], [3.254769, 3.472416, -2.448884], [3.362899, 3.333322, 0.190703], [2.349475, 2.543606, 1.427255], [0.058593, -5.659536, 1.947557], [-0.248935, -4.897942, 0.796245], [-0.151884, -3.519122, 0.850080], [0.153128, -2.887420, 2.077924], [-0.120566, -1.513522, 2.322928], [0.414011, -0.860525, 3.442599], [1.185221, -1.599218, 4.371491], [1.243003, -2.994910, 4.295268], [0.674662, -3.661219, 3.180450], [0.580269, -5.064969, 3.093389], [-0.114886, -6.732944, 1.946098], [-0.579733, -5.392308, -0.112765], [-0.302703, -2.890436, -0.037398], [0.268802, 0.214999, 3.599215], [1.728547, -1.100780, 5.171088], [1.715014, -3.596220, 5.077591], [0.899248, -5.639404, 3.963268]],
  "forces_ev_per_a": [[1.224, -0.600, 1.140], [-0.218, -0.308, -0.912], [1.031, 2.322, -0.323], [-0.867, 1.703, -0.499], [-1.505, -2.522, -0.111], [0.918, -2.162, 0.566], [0.328, 0.167, 0.465], [0.267, 0.474, 0.710], [-0.349, 0.100, -0.289], [0.254, -0.056, 0.055], [-0.031, -0.155, 0.001], [0.272, 0.123, -0.130], [0.025, 0.080, -0.024], [-0.094, -0.089, -0.088], [-0.087, -0.089, 0.122], [0.075, 0.068, 0.120], [0.090, 0.312, -0.029], [-0.413, 1.021, 0.160], [-0.120, 0.008, 0.124], [0.172, -0.391, -0.421], [0.041, -0.223, 0.082], [0.045, 0.117, 0.015], [-0.123, 0.200, -0.099], [0.046, -0.149, 0.004], [-0.072, 0.134, 0.026], [0.065, 0.062, 0.137], [-1.065, -0.260, -0.164], [0.176, 0.090, -0.186], [0.278, -0.026, 0.268], [0.843, -0.358, -0.653], [-0.243, 0.063, 0.147], [-0.030, 0.170, -0.192], [0.567, -0.495, 0.040], [-0.605, -0.308, -0.153], [1.142, 0.697, -1.000], [0.148, 0.067, -0.313], [0.097, -0.121, 0.152], [-0.514, 0.359, 0.921], [-0.927, 0.854, -1.083], [0.618, -0.574, 1.333], [0.156, -0.254, 0.556], [-0.151, -0.249, 0.206], [0.306, 0.195, -0.391], [-0.093, -0.172, 0.396], [0.005, 0.064, 0.132], [-0.251, 0.247, -0.437], [-0.305, -0.006, 0.088], [0.081, -0.110, -0.141], [0.129, 0.261, 0.038], [-0.102, -0.051, -0.160], [0.309, -0.027, 0.046], [-0.112, 0.272, 0.123], [-0.126, -0.181, 0.167], [-0.174, 0.261, -0.199], [-0.017, 0.032, -0.190], [0.144, -0.644, 0.579], [-0.086, 0.427, 0.396], [0.326, -0.734, 0.197], [-1.186, 0.384, -0.793], [0.860, -0.182, 1.360], [-0.715, 0.419, -0.632], [0.086, -0.012, 0.003], [-0.019, 0.133, -0.492], [-0.167, 0.047, -0.444], [0.145, 0.053, -0.128], [0.092, 0.001, 0.077], [-0.228, -0.252, 0.403], [0.111, -0.478, -0.196], [-0.294, 0.105, -0.002], [-0.070, 0.242, -0.231], [-0.114, -0.099, -0.253]],
  "mulliken_charge": [-0.46, -0.65, 0.29, -0.05, 0.57, 0.99, 1.36, -0.77, -1.43, -1.69, 0.31, 0.21, 0.44, 0.37, 0.47, 0.18, 1.72, -0.80, -1.72, -2.00, 0.45, 0.50, 0.22, 0.44, 0.21, 0.44, -0.39, 0.33, 0.27, -0.42, 0.27, 0.37, -1.64, -1.92, 1.36, 0.19, 0.41, 0.10, 0.84, -0.28, 1.18, -1.35, -1.80, 1.24, 0.18, -1.95, 0.38, 0.34, 0.29, 0.33, 0.40, 0.21, 0.40, 0.23, -0.48, -1.23, 0.21, 0.59, 0.73, -0.43, -0.69, -0.89, 0.48, -0.84, 0.34, 0.41, 0.37, 0.29, 0.32, 0.31, 0.35],
  "charge": -1,
  "energy_ev": -56449.1633,
  "orbital_gap_ev": [3.25, 4.22]
}

***

{
  "formula": "C3H10N3O2",
  "method": "ωB97M-V with the def2-TZVPD basis set",
  "symbols": ["C", "C", "N", "N", "H", "H", "H", "H", "H", "H", "H", "H", "N", "C", "O", "O", "H", "H"],
  "positions_angstrom": [[-1.267099, 0.929332, -0.665664], [-1.541473, -0.190601, 0.326328], [-1.146234, -1.476467, -0.258190], [-1.343084, 2.204943, 0.042587], [-0.293332, 0.751165, -1.126145], [-2.034149, 0.909990, -1.447135], [-0.980663, 0.015404, 1.240684], [-2.608235, -0.189125, 0.574501], [-1.523757, -2.218644, 0.315121], [-0.128837, -1.542031, -0.205435], [-0.572103, 2.237733, 0.704607], [-1.271664, 3.016362, -0.554763], [2.184937, -1.502705, -0.077483], [2.352380, -0.072375, 0.400507], [1.285711, 0.456840, 0.746497], [3.513499, 0.367186, 0.374517], [2.693660, -1.579805, -0.954227], [2.680443, -2.117207, 0.563700]],
  "forces_ev_per_a": [[-0.194, 0.118, 0.010], [0.099, -0.068, -0.130], [-0.268, 0.103, -0.009], [-0.132, 0.096, 0.449], [0.030, -0.030, 0.005], [0.046, -0.001, -0.024], [-0.016, 0.128, 0.006], [-0.001, -0.108, -0.061], [0.090, -0.138, 0.031], [0.067, -0.014, -0.007], [0.044, 0.009, -0.143], [0.140, -0.142, -0.195], [-0.348, -0.140, -0.171], [0.191, -0.395, -0.056], [0.114, 0.210, 0.163], [-0.054, 0.125, -0.011], [0.142, 0.054, 0.135], [0.049, 0.192, 0.009]],
  "nbo_charge": [-0.21, -0.22, -0.88, -0.86, 0.19, 0.16, 0.19, 0.16, 0.33, 0.40, 0.38, 0.34, -0.97, 0.87, -0.79, -0.78, 0.35, 0.35],
  "de_lowest_kcal_mol": 11.9,
  "charge": -1,
  "energy_ev": -11840.3455,
  "orbital_gap_ev": 8.40
}

***

{
  "formula": "C5H10N2O",
  "method": "ωB97M-V with the def2-TZVPD basis set",
  "symbols": ["C", "C", "C", "C", "N", "C", "O", "N", "H", "H", "H", "H", "H", "H", "H", "H", "H", "H"],
  "positions_angstrom": [[-0.303883, 0.206896, 1.614192], [-1.114915, 0.179965, -1.781490], [0.079863, 1.059751, 0.246361], [0.065080, 0.100474, -0.864978], [-0.914832, -1.089904, 1.495872], [1.109789, -0.726959, -1.065237], [2.184596, -0.805662, -0.208683], [0.462919, 2.276099, 0.299897], [2.982580, -0.985854, -0.735250], [0.492596, 2.624627, 1.265592], [-0.232443, -1.757544, 1.137268], [-1.419597, -1.371549, 2.331276], [1.211828, -1.329910, -1.960011], [0.649258, 0.136515, 2.143348], [-0.970758, 0.885776, 2.152369], [-1.698487, 1.093994, -1.634784], [-1.780799, -0.670168, -1.605439], [-0.802796, 0.173456, -2.830302]],
  "forces_ev_per_a": [[0.515, 1.872, -0.449], [-0.355, -0.345, -0.488], [0.057, -1.459, 3.330], [1.364, 0.525, -1.233], [-0.107, 0.092, -1.014], [-0.669, 0.961, -0.163], [0.281, 0.055, -0.171], [-0.206, -1.244, -0.625], [-0.453, 0.053, 0.394], [-0.361, -0.188, -0.230], [-0.552, -0.071, 0.541], [0.498, -0.109, -0.330], [-0.346, -0.190, 0.007], [0.148, 0.335, 0.139], [0.070, -0.161, 0.170], [0.222, -0.132, 0.123], [-0.046, 0.124, -0.083], [-0.059, -0.118, 0.083]],
  "nbo_charge": [-0.29, -0.63, 0.33, -0.15, -0.86, 0.13, -0.70, -0.62, 0.48, 0.34, 0.37, 0.38, 0.17, 0.18, 0.20, 0.23, 0.23, 0.22],
  "de_lowest_kcal_mol": 52.1,
  "energy_ev": -10373.0456,
  "smiles": "[H]/N=C(CN)/C(C)=C\\O",
  "orbital_gap_ev": 9.19
}

***

{
  "formula": "C3H5F2NOS",
  "method": "ωB97M-V with the def2-TZVPD basis set",
  "symbols": ["C", "C", "C", "H", "H", "H", "H", "H", "N", "O", "F", "F", "S"],
  "positions_angstrom": [[1.788258, 0.216600, 0.231895], [0.748764, -0.665599, 0.884529], [-2.259846, 0.467601, -0.429726], [2.631375, 0.471756, 0.906392], [1.223621, -1.468352, 1.474709], [0.114697, -0.054484, 1.540183], [-0.789853, 0.180364, -1.836096], [-2.387004, 1.486983, -0.927625], [-1.252264, -0.273662, -1.032354], [-2.960192, 0.194644, 0.484915], [1.204767, 1.386063, -0.187146], [2.248421, -0.412005, -0.822738], [-0.310747, -1.529913, -0.286935]],
  "forces_ev_per_a": [[-0.351, 0.367, 1.678], [-0.598, 0.372, 0.482], [0.507, 1.644, -1.566], [-0.415, 0.021, -0.317], [-0.155, 0.330, -0.234], [0.267, -0.225, 0.052], [-0.431, -0.289, 0.888], [0.251, -0.990, -0.004], [1.007, -0.033, -0.025], [-0.294, -0.917, 1.238], [0.081, 0.012, -0.015], [1.198, -0.516, -1.742], [-1.066, 0.226, -0.433]],
  "nbo_charge": [0.56, -0.64, 0.54, 0.13, 0.25, 0.25, 0.41, 0.10, -0.80, -0.55, -0.36, -0.33, 0.44],
  "de_lowest_kcal_mol": 0.0,
  "energy_ev": -22999.5540,
  "smiles": "O=CNSCC(F)F",
  "orbital_gap_ev": 10.30
}

***

M (computed, g mol⁻¹): 605.89; 120.13; 114.15; 141.14